1.
Molecular formula: C30H20F4NO
Method: DFT, ωB97M-V/def2-TZVPD

Each line ends with the Löwdin charge.
Element x y z (Å)
F -2.935674 3.139559 -2.997229  0.061
C -2.707881 1.838072 -2.606734  -0.209
C -3.807572 1.035983 -2.308613  0.101
C -3.527621 -0.265742 -1.894817  -0.219
F -4.594922 -1.098356 -1.627540  0.053
C -2.240414 -0.746420 -1.726757  0.059
C -1.124357 0.126389 -1.935538  -0.189
C 0.165346 -0.344933 -1.571030  0.069
C 1.422193 0.185008 -2.015132  -0.199
C 2.472721 -0.701889 -2.410568  0.077
C 3.714130 -0.187325 -2.747970  -0.222
F 4.747343 -1.058279 -3.001098  0.062
C 3.983411 1.179023 -2.795696  0.101
C 2.954876 2.025391 -2.391707  -0.215
F 3.213360 3.374557 -2.321905  0.060
C 1.694588 1.569768 -2.024950  0.034
C -1.392219 1.401834 -2.509184  0.072
H -4.821893 1.404432 -2.404063  0.145
H -2.072292 -1.775828 -1.411857  0.134
H 0.195246 -1.396867 -1.269319  0.137
H 2.298592 -1.776831 -2.408356  0.140
H 4.953679 1.566719 -3.090798  0.147
H 0.940651 2.274153 -1.671991  0.125
H -0.575668 2.043923 -2.841584  0.119
C 5.147246 1.960882 0.830759  -0.064
C 5.103110 0.567505 0.725640  -0.059
C 3.892169 -0.101914 0.891899  -0.019
C 2.698178 0.598903 1.111037  -0.150
C 1.426413 -0.222400 1.106226  -0.355
C 0.165749 0.435770 0.935468  -0.012
N -0.975005 -0.105154 1.559000  -0.016
C -1.147578 -1.454854 1.667279  0.070
C -2.347741 -2.023531 2.087123  -0.126
C -3.446377 -1.172391 2.439904  -0.148
C -4.666521 -1.770781 2.818436  -0.005
C -4.802880 -3.153798 2.859037  -0.029
C -3.710898 -3.989102 2.533015  -0.040
C -2.501330 -3.435838 2.149154  0.002
C -3.205820 0.219625 2.384256  0.027
C -2.004517 0.728369 1.961432  0.002
O 1.544925 -1.468858 1.165471  0.004
C 2.762024 1.991472 1.273985  -0.032
C 3.976348 2.667968 1.104763  -0.068
H 6.091774 2.492357 0.710347  0.114
H 6.008144 -0.004059 0.522300  0.114
H 3.868824 -1.191894 0.820518  0.124
H 0.142760 1.521598 0.934120  0.112
H -0.293368 -2.059728 1.385787  0.126
H -5.496298 -1.113798 3.086658  0.125
H -5.755355 -3.601304 3.149273  0.121
H -3.827810 -5.069045 2.586345  0.118
H -1.637410 -4.049767 1.890289  0.128
H -4.002959 0.904432 2.674213  0.133
H -1.804925 1.798691 1.895063  0.140
H 1.849217 2.532503 1.528177  0.107
H 3.994278 3.755799 1.197455  0.113

Force components x, y, z for each atom (eV/Å):
0.2 -1.6 0.3
0.1 0.9 -0.3
0.5 -0.2 0.1
-0.9 -0.4 0.1
1.3 0.9 -0.3
0.5 0.4 0.4
-2.0 0.4 -0.6
0.3 -0.4 0.6
1.7 0.5 -0.6
-0.6 0.2 0.7
0.6 -0.4 -0.2
-1.2 0.9 0.1
-0.3 -0.2 0.3
0.0 0.8 0.0
-0.3 -1.5 -0.1
0.0 0.0 0.1
0.1 -0.1 0.4
0.1 -0.1 0.0
-0.1 0.3 0.0
0.0 0.3 0.1
0.2 0.2 0.0
-0.1 -0.1 0.1
0.5 -0.1 0.0
-0.5 -0.1 0.2
-0.2 -0.1 -0.1
-0.2 0.1 0.2
0.3 -0.2 -0.3
0.1 0.0 -0.1
1.6 -1.4 0.1
0.1 0.3 -0.3
-1.0 -1.6 -0.1
0.2 0.8 -0.3
-0.7 0.2 0.4
0.6 -0.8 -0.2
-0.3 -0.3 0.1
0.1 0.8 0.0
0.7 0.3 -0.2
-0.3 -0.2 0.1
0.3 0.6 -0.1
-0.6 -0.1 -0.1
-0.3 1.3 0.0
0.0 -0.2 -0.3
-0.3 0.0 0.2
-0.3 -0.1 0.0
-0.2 0.2 0.1
-0.1 0.4 0.0
0.0 -0.2 -0.1
0.0 0.2 -0.1
0.2 -0.3 -0.1
0.3 0.2 -0.1
0.1 0.2 0.0
-0.3 0.0 0.1
0.3 -0.1 -0.1
-0.1 -0.4 0.0
0.4 0.1 -0.1
0.1 -0.4 0.0

**Relative energy (zero: lowest compared OMol25 entry of this formula, charge and spin)**: 0.00 kJ/mol
**Total energy**: -45833.995 eV
**Charge**: +1
**Gap between HOMO and LUMO**: 0.2075 hartree
**Strongest force on any atom**: 2.2 eV/A

=====

2.
Molecular formula: C4H11OS
Method: DFT, ωB97M-V/def2-TZVPD

Each line ends with the Löwdin charge.
Element x y z (Å)
C -1.797711 -1.680903 -0.596654  -0.224
C -0.509065 -1.146135 -1.297135  -0.857
S -0.418491 0.616001 -1.518403  0.194
H -2.047292 -0.953783 0.176836  0.021
H -2.604462 -1.809507 -1.314431  0.044
H -1.579991 -2.594265 -0.022095  0.047
H -0.451949 -1.671155 -2.259072  0.016
H 0.332444 -1.601913 -0.742799  0.032
H 1.793578 0.789093 -0.035892  0.008
C 1.201326 1.086570 1.796971  -0.351
O 2.071314 0.486575 0.847355  -0.142
C -0.071961 0.292819 1.949603  -0.129
H 1.771675 1.139517 2.726896  0.093
H 1.029865 2.117673 1.498321  0.100
H 0.075028 -0.761576 1.763182  0.066
H -0.437747 0.327527 2.980364  0.058
H -0.822143 0.716933 1.286908  0.021

Force components x, y, z for each atom (eV/Å):
1.0 0.6 0.4
-0.2 -1.8 0.2
0.2 0.7 -0.2
-0.4 0.1 -0.2
-0.2 0.0 0.2
-0.2 -0.2 -0.5
0.0 0.2 -0.1
0.0 0.6 0.1
-0.4 -0.3 0.0
0.8 -0.3 -0.2
0.5 0.2 -0.1
-0.6 0.5 0.7
0.0 -0.2 0.1
-0.4 0.2 0.0
0.2 -0.2 -0.4
-0.1 0.3 0.1
-0.1 -0.4 -0.1

**Relative energy (zero: lowest compared OMol25 entry of this formula, charge and spin)**: 51.65 kJ/mol
**Total energy**: -17209.661 eV
**Charge**: -1
**Gap between HOMO and LUMO**: 0.2401 hartree
**Strongest force on any atom**: 1.8 eV/A

=====

3.
Molecular formula: C16H16Cl2N2O3S
Method: DFT, ωB97M-V/def2-TZVPD

Each line ends with the Löwdin charge.
Element x y z (Å)
C -1.638367 -1.421658 1.508508  -0.051
H -1.591726 -1.221102 0.439542  0.070
H -2.453282 -2.117402 1.693586  0.083
H -0.709223 -1.891608 1.823509  0.081
C -1.862821 -0.130048 2.291113  -0.345
C -1.806225 -0.374600 3.794563  -0.053
H -2.505050 -1.161326 4.067568  0.081
H -2.071637 0.528768 4.338052  0.085
H -0.803755 -0.674236 4.087095  0.073
C -0.832866 0.942196 1.875127  -0.167
H -0.909293 1.792434 2.564824  0.166
C 0.603709 0.400494 1.915819  -0.446
O 1.106436 -0.004096 2.943113  0.075
N 1.233763 0.419994 0.732236  0.092
H 0.738622 0.755988 -0.079681  0.082
C 2.556780 -0.127509 0.520052  -0.113
C 2.570872 -0.976064 -0.722547  -0.220
C 3.482640 -0.740045 -1.741711  -0.044
C 3.460833 -1.506349 -2.894600  -0.084
C 2.520056 -2.510303 -3.043805  -0.092
C 1.605792 -2.751632 -2.031565  -0.082
C 1.632889 -1.990493 -0.877771  -0.049
H 0.922124 -2.180314 -0.086993  0.104
H 0.870688 -3.535369 -2.141603  0.104
H 2.499005 -3.103778 -3.945728  0.101
H 4.176683 -1.314573 -3.680293  0.102
H 4.215454 0.046702 -1.632045  0.109
H 3.289084 0.683917 0.433736  0.127
H 2.800580 -0.717840 1.409613  0.133
O -1.123728 1.398220 0.546771  -0.036
C -2.008877 2.385686 0.408175  -0.432
O -2.564953 2.946526 1.310179  0.155
C -2.209987 2.713462 -1.033346  -0.300
N -2.946286 3.759026 -1.331321  -0.251
S -3.092068 3.997736 -2.916835  1.041
C -2.119870 2.627422 -3.324873  -1.015
C -1.700355 2.014942 -2.163038  -0.695
Cl -0.723723 0.612579 -2.174214  0.787
Cl -1.762568 2.149996 -4.914586  0.676
H -2.849349 0.274257 2.033376  0.142

Force components x, y, z for each atom (eV/Å):
-0.1 0.2 0.0
0.0 -0.1 -0.1
0.0 -0.1 0.0
0.1 -0.1 0.0
0.2 0.0 -0.1
0.0 0.0 -0.1
-0.1 -0.1 0.1
0.0 0.1 0.1
0.0 0.0 0.1
-0.3 0.0 0.8
0.1 -0.2 -0.2
-0.3 0.4 -0.4
0.0 -0.1 0.4
0.1 0.0 -0.5
0.0 0.0 0.1
0.1 0.0 0.2
0.0 0.1 -0.1
0.0 0.0 0.1
0.0 -0.1 -0.1
0.1 0.0 -0.1
-0.1 -0.1 0.0
0.0 0.0 0.0
-0.1 0.0 0.1
-0.1 -0.1 0.0
0.0 0.0 -0.1
0.1 0.0 -0.1
0.1 0.1 0.0
0.0 -0.2 0.0
0.0 0.1 -0.1
0.2 -0.2 -0.1
-0.2 0.3 0.4
0.1 -0.1 -0.1
-0.2 0.2 -0.4
-0.1 0.1 0.8
0.6 -0.8 -0.3
-0.1 0.2 0.5
-0.2 0.2 -0.6
0.1 -0.1 -0.2
0.0 0.0 0.0
0.1 0.0 0.0

**Relative energy (zero: lowest compared OMol25 entry of this formula, charge and spin)**: 0.00 kJ/mol
**Total energy**: -61855.293 eV
**Gap between HOMO and LUMO**: 0.3290 hartree
**Strongest force on any atom**: 1.0 eV/A